Entry 1:
A structure of composition C3H3N3O2 in a non-equilibrium geometry. Source: OMol25; level of theory: the ωB97M-V functional and the def2-TZVPD basis.

XYZ file:
```
11
Properties=species:S:1:pos:R:3:forces:R:3:lowdin_charge:R:1
C -1.2009 -0.1556 1.0949 -5.93 -1.39 -4.76 -0.08
C 1.1992 0.0665 0.5045 1.59 0.90 -2.64 -0.06
C 0.9892 0.0387 -1.5009 4.60 -0.35 -9.04 -0.32
H -2.4707 -0.2992 -0.2250 -1.05 -1.66 2.52 0.09
H -0.7249 -0.2927 1.9926 1.14 -0.09 2.17 0.04
H 1.6397 0.0350 1.4723 -0.70 0.04 1.24 0.11
N -2.4770 -0.7445 0.8311 7.88 5.46 -2.49 0.06
N -0.1713 0.8713 0.1958 1.54 -3.24 3.96 -0.07
N 2.0361 -0.3270 -0.4968 -8.19 3.11 3.16 0.19
O 1.3747 -0.2371 -2.6798 -3.78 1.70 5.00 0.06
O -0.1940 1.0446 -1.1887 2.88 -4.48 0.86 -0.02
```
Forces are in eV/Å.

Values from the calculation:
E_LUMO ... -0.79 eV
Energy above the lowest of the compared OMol25 structures with the same formula, charge and spin ... 838.76 kJ/mol
E_HOMO ... -0.3818 Eh
F_max ... 10.15 eV Å⁻¹
Spin multiplicity ... 1
Frontier orbital gap ... 9.60 eV

Entry 2:
A structure of composition F2H14NNaO11S2 in a non-equilibrium geometry. Source: OMol25; level of theory: the ωB97M-V functional and the def2-TZVPD basis.

XYZ file:
```
31
Properties=species:S:1:pos:R:3:forces:R:3:lowdin_charge:R:1
Na -0.4362 -0.3255 -1.1057 0.37 0.02 -0.02 0.41
N 1.7616 0.6510 3.4891 -0.24 4.13 -0.70 -0.26
S 2.1693 -0.1650 2.2651 1.48 -6.05 -1.45 0.43
O 3.5919 -0.3394 2.0778 -1.15 0.57 -0.35 -0.27
O 1.3445 -0.0884 1.0853 -0.10 0.19 -0.08 -0.32
F 1.7374 -1.6061 2.8778 -0.02 0.70 -0.23 -0.21
S 2.2400 2.1447 2.8561 0.72 2.34 2.51 0.56
O 1.7724 2.5605 1.5593 -0.49 -0.58 0.44 -0.30
O 3.6141 2.4350 3.1405 -0.90 -0.30 0.03 -0.27
F 1.4095 3.0909 3.8798 0.35 -1.00 -0.73 -0.20
O 0.4593 -0.5459 -3.4162 -0.10 -0.27 0.03 -0.04
H 1.2935 -0.2739 -3.8126 -0.03 0.09 0.11 0.06
H 0.5081 -1.5108 -3.3838 0.01 0.08 -0.03 0.05
O -3.4437 -1.3788 1.0834 0.11 -0.08 -0.07 -0.06
H -2.6406 -0.9844 0.7141 -0.18 0.05 0.24 -0.01
H -3.2198 -1.5777 1.9991 -0.03 0.03 -0.05 0.05
O 0.7093 1.8199 -1.3489 0.10 0.09 0.23 -0.04
H 1.1525 2.0662 -0.5173 -0.12 -0.17 0.04 0.03
H 0.7625 2.6057 -1.9009 0.00 -0.08 -0.01 0.06
O -1.4875 0.9480 0.7261 -0.32 -0.07 -0.22 -0.03
H -1.3287 1.1364 1.6599 0.29 -0.10 -0.10 0.08
H -2.1056 1.6295 0.4413 0.07 0.07 0.21 0.07
O 1.7688 -2.1982 -1.0683 -0.07 0.13 -0.39 -0.04
H 2.3435 -1.4264 -1.1556 0.00 -0.05 0.32 0.05
H 2.2713 -2.9194 -1.4622 -0.04 -0.02 0.11 0.05
O -2.6687 0.2583 -2.2437 -0.04 0.21 0.20 -0.02
H -2.8148 0.9887 -1.6328 -0.16 0.00 -0.10 0.05
H -3.2008 0.4814 -3.0154 0.15 -0.05 -0.06 0.07
O -2.1914 -2.3868 -1.4491 0.27 -0.03 0.10 -0.05
H -2.2970 -3.0717 -0.7781 -0.01 0.07 -0.03 0.06
H -3.0747 -2.0179 -1.5638 0.09 0.10 0.05 0.04
```
Forces are in eV/Å.

Values from the calculation:
E_LUMO ... -0.69 eV
Energy above the lowest of the compared OMol25 structures with the same formula, charge and spin ... 98.70 kJ/mol
E_HOMO ... -0.3465 Eh
F_max ... 6.39 eV Å⁻¹
Spin multiplicity ... 1
Frontier orbital gap ... 8.74 eV

Entry 3:
A structure of composition C12H26InN4O7 in a non-equilibrium geometry. Source: OMol25; level of theory: the ωB97M-V functional and the def2-TZVPD basis.

XYZ file:
```
50
Properties=species:S:1:pos:R:3:forces:R:3:lowdin_charge:R:1
O -4.4596 0.2228 -3.3669 0.34 0.50 -0.35 -0.12
H -4.8345 0.9142 -3.9414 0.03 -0.47 0.42 0.09
In -0.3194 0.0012 -0.3377 -0.29 -2.71 0.61 1.00
N 0.9187 -1.7583 -0.4482 -1.02 -2.64 -0.05 -0.26
N -1.7956 -1.5048 -0.2911 2.35 -0.93 0.85 -0.23
N 1.1873 1.6251 -0.0412 -0.13 1.58 2.65 -0.02
N -1.5251 1.7208 -0.1788 0.09 2.98 1.16 -0.01
O 2.2103 -1.8312 -0.3406 0.21 0.67 -0.89 -0.18
O 2.5693 1.4297 0.2714 -1.85 3.89 -0.67 0.03
O -2.9096 1.7744 -0.4421 2.30 0.31 0.23 0.04
O -3.0377 -1.2013 -0.2079 -0.37 -0.21 -0.56 -0.14
C -1.2338 -2.7555 -0.1903 -1.73 2.54 -0.32 -0.24
C 0.2006 -2.8601 -0.1263 0.80 2.24 -1.45 -0.26
C 0.5930 2.7046 0.4980 2.29 -2.63 -2.16 -0.18
C -0.8758 2.8035 0.3255 -3.15 -2.92 -2.10 -0.18
C 1.0119 -4.0525 0.1052 -0.50 -1.30 0.24 -0.01
H 1.6058 -3.9492 1.0274 -0.10 -0.08 -0.35 0.10
H 1.6895 -4.1627 -0.7526 0.01 -0.09 0.39 0.11
H 0.3545 -4.9345 0.1808 0.51 0.22 0.08 0.09
C -2.2172 -3.8410 -0.1603 0.09 -0.56 0.19 -0.01
H -2.8384 -3.7832 -1.0631 -0.01 -0.09 0.29 0.11
H -2.8525 -3.7138 0.7234 -0.09 -0.19 -0.22 0.10
H -1.6883 -4.7862 -0.1237 -0.30 -0.29 0.02 0.07
C 1.4301 3.8126 0.9757 -0.35 0.29 0.39 0.03
C -1.6169 4.0438 0.5800 0.37 0.36 0.46 0.02
H 2.4625 3.6188 0.6776 -0.20 0.22 0.27 0.10
H 1.3308 3.8827 2.0706 0.17 0.36 -0.31 0.12
H 1.0409 4.7177 0.4826 0.29 -0.05 0.45 0.12
H -2.6731 3.8501 0.7570 0.10 0.02 -0.08 0.11
H -1.4913 4.7085 -0.2823 -0.12 0.07 0.13 0.13
H -1.1570 4.5057 1.4557 -0.27 0.33 -0.06 0.10
H 2.7198 0.5077 0.3021 0.09 -2.28 -1.19 0.03
H -3.1398 0.8880 -0.8429 0.15 0.10 0.72 0.10
C -3.0494 0.2232 -3.6201 -0.40 -0.12 -0.06 -0.16
H -2.6327 -0.6998 -3.1887 -0.17 0.30 -0.18 0.08
H -2.5842 1.1003 -3.1378 0.12 -0.16 -0.23 0.06
H -2.8592 0.2466 -4.7069 0.19 -0.03 0.47 0.09
O 0.7988 0.1908 -2.2910 -0.04 0.81 1.25 -0.06
H 1.1089 0.9383 -1.6681 0.47 -1.49 -2.18 0.05
H 1.0966 -0.6861 -1.8890 0.57 0.92 -0.99 0.06
C 3.6572 -1.0715 1.6283 1.01 -0.04 0.63 0.00
C 2.3389 -0.3558 1.8335 -5.55 -2.09 3.17 -0.37
C 2.1265 0.4033 3.0935 1.38 0.37 1.02 -0.01
O 1.0783 -0.6392 1.5919 3.53 0.24 -1.97 -0.10
H 4.2920 -0.8334 2.5102 -0.58 0.14 -0.40 0.10
H 4.3313 -0.8437 0.7937 -0.72 -0.03 -0.28 0.11
H 3.5184 -2.1571 1.6703 -0.33 0.30 -0.44 0.11
H 1.9265 1.4509 2.8723 0.27 0.14 0.35 0.08
H 1.2162 -0.0774 3.4677 0.56 0.69 0.59 0.11
H 2.9765 0.2129 3.7443 -0.04 0.79 0.47 0.09
```
Forces are in eV/Å.

Values from the calculation:
E_LUMO (alpha / beta) ... -5.93 / -5.91 eV
Charge ... +1
Energy above the lowest of the compared OMol25 structures with the same formula, charge and spin ... 460.42 kJ/mol
E_HOMO (alpha / beta) ... -0.3639 / -0.3686 Eh
F_max ... 6.72 eV Å⁻¹
Spin multiplicity ... 1
Frontier orbital gap (alpha / beta) ... 3.98 / 4.12 eV

Entry 4:
An isolated molecule of C2H6N2O in a non-equilibrium geometry. Source: OMol25; level of theory: the ωB97M-V functional and the def2-TZVPD basis.

XYZ file:
```
11
Properties=species:S:1:pos:R:3:forces:R:3:lowdin_charge:R:1
C 0.3559 -1.0327 1.1028 -0.49 -1.77 -1.22 -0.04
C 0.5840 0.0886 0.1973 2.39 3.70 -2.20 -0.50
H 0.4791 -2.0638 0.5568 -1.58 1.91 0.55 0.14
H -0.5735 -0.6987 1.6005 -0.05 -1.40 -0.29 0.10
H 1.0506 -1.2494 1.8360 1.85 0.70 1.69 0.04
H 2.4068 0.7967 0.5499 -2.32 0.74 -1.21 0.08
H -0.5444 1.2912 -0.9840 0.90 -1.33 -0.10 0.14
H -2.2174 0.4702 -0.1248 0.91 -2.61 -1.67 0.14
N 1.5011 1.0496 -0.0276 0.79 -3.65 3.07 0.06
N -0.3878 0.2810 -0.7710 -2.75 0.80 -1.16 -0.06
O -1.7543 -0.2745 -0.7056 0.35 2.90 2.54 -0.10
```
Forces are in eV/Å.

Values from the calculation:
E_LUMO ... 0.60 eV
Energy above the lowest of the compared OMol25 structures with the same formula, charge and spin ... 394.66 kJ/mol
E_HOMO ... -0.3314 Eh
F_max ... 4.92 eV Å⁻¹
Spin multiplicity ... 1
Frontier orbital gap ... 9.62 eV
SMILES ... [H]/N=C(\C)NO